DFT (ωB97M-V/def2-TZVPD) results for 9 unconnected molecules or ions with the total composition C12H44N2O11 at a distorted geometry.

Positions of all 69 atoms, in Å:
C -1.567 -1.879 2.591
O -0.564 -2.126 1.624
C -1.052 -2.122 0.309
C 0.110 -2.209 -0.677
N 0.889 -3.438 -0.580
C 0.195 -4.597 -1.120
C 1.020 -5.865 -0.982
O 1.534 -5.987 0.319
C 2.580 -6.927 0.419
H -1.846 -0.818 2.491
H -1.200 -2.111 3.581
H -2.509 -2.391 2.351
H -1.639 -1.214 0.102
H -1.725 -2.979 0.159
H 0.769 -1.346 -0.598
H -0.384 -2.112 -1.651
H 1.120 -3.580 0.397
H 0.074 -4.413 -2.191
H -0.799 -4.727 -0.667
H 1.872 -5.724 -1.667
H 0.479 -6.741 -1.359
H 2.158 -7.937 0.374
H 3.104 -6.722 1.349
H 3.315 -6.851 -0.392
C -0.121 1.326 -2.237
O 0.822 1.021 -1.251
C 0.753 1.946 -0.168
C 1.771 1.519 0.899
N 3.164 1.930 0.611
C 3.852 1.016 -0.323
C 5.271 1.521 -0.502
O 5.177 2.833 -1.030
C 6.406 3.508 -1.132
H 0.110 0.777 -3.155
H -0.116 2.379 -2.553
H -1.142 1.067 -1.928
H -0.235 1.821 0.305
H 0.837 3.000 -0.441
H 1.638 0.458 1.100
H 1.506 2.034 1.827
H 3.159 2.854 0.199
H 3.384 0.992 -1.309
H 3.860 0.030 0.138
H 5.820 0.895 -1.213
H 5.761 1.561 0.475
H 6.211 4.554 -1.364
H 6.948 3.131 -2.005
H 6.967 3.435 -0.199
O -3.020 3.059 -1.126
H -3.999 2.943 -1.040
H -2.851 3.192 -2.065
O -4.147 -1.019 -0.354
H -5.065 -1.115 -0.637
H -3.653 -1.644 -0.898
O -1.142 4.780 0.258
H -1.743 4.082 -0.068
H -1.150 5.445 -0.438
O -2.521 4.107 2.710
H -2.572 3.171 2.474
H -1.950 4.513 2.030
O -2.985 1.381 1.265
H -3.231 0.470 1.052
H -3.173 1.881 0.453
O -5.875 1.817 2.256
H -4.913 1.661 2.227
H -6.155 1.531 3.131
O -5.558 2.954 -0.291
H -5.666 2.559 0.596
H -6.369 3.443 -0.458

Calculated values
Strongest force on any atom = 1.87 eV Å⁻¹
E = -1420.67398 a.u.
Frontier orbital gap = 8.2755 eV
Structure (SMILES) = COCCNCCOC.COCCNCCOC.O.O.O.O.O.O.O
Energy relative to the best compared isomer or geometry (same formula, charge and spin) = 7.9 kcal per mole
Multiplicity = 1
LUMO energy = 0.048 eV